[1]
The following is a DFT calculation (ωB97M-V with the def2-TZVPD basis set) of 3 unconnected molecules or ions with the total composition C22H39Br3N2O14P3 at a distorted geometry.

Geometry as XYZ:
```
83
Properties=species:S:1:pos:R:3
C -5.7533 -4.4180 2.6523
C -4.6331 -4.9166 1.9322
C -3.3721 -4.0083 1.4912
C -2.2663 -3.8838 2.5744
N -2.3477 -4.5764 3.8848
C -0.9911 -3.0409 2.2962
C 0.1744 -2.9401 3.3778
O 1.3599 -3.2600 3.0863
O -0.2065 -2.5150 4.6798
C 0.9237 -2.4862 5.5873
C 1.3091 -3.9479 6.1815
O 1.9232 -4.8235 5.5499
Br 0.7875 -4.3749 8.0742
C -0.9505 -2.3148 0.8928
C 0.3464 -1.4430 0.5931
C 0.1853 -0.0505 1.4290
C -0.9496 0.9159 0.8434
Br 1.9150 0.9357 1.4551
C -2.1452 -2.5234 -0.1128
C -2.0198 -1.7447 -1.4971
C -1.4096 -2.6596 -2.7103
C -1.3110 -4.2190 -2.3603
Br -2.3399 -2.2947 -4.4601
N -3.3020 -3.3593 0.1665
P -4.6525 -3.6968 -0.8989
O -4.6281 -3.1050 -2.2952
O -4.9471 -5.3790 -1.1101
O -6.0583 -3.0604 -0.1227
H -5.5818 -3.5773 3.4238
H -6.8180 -4.8024 2.4297
H -4.6242 -6.0398 1.6967
H -3.0697 -4.1311 4.4704
H -2.6843 -5.5454 3.7269
H 1.8414 -1.9265 5.1772
H 0.5772 -1.8734 6.5054
H 1.3204 -1.9148 1.0003
H 0.5411 -1.2244 -0.5094
H -0.0604 -0.3414 2.5174
H -0.9786 1.9104 1.4272
H -0.7831 1.1077 -0.2814
H -2.0121 0.4653 0.9576
H -3.0240 -1.2514 -1.7951
H -1.2897 -0.8496 -1.4251
H -0.3242 -2.3038 -2.8944
H -0.5035 -4.3331 -1.5383
H -0.8612 -4.7360 -3.2925
H -2.2877 -4.7108 -2.0415
H -4.8129 -5.6017 -2.0659
H -5.7364 -2.1731 0.1959
C -3.4836 4.9112 -3.9283
O -2.0893 5.1816 -3.8969
P -1.2332 4.4200 -2.7817
O -1.4388 2.9532 -2.7280
O -1.5984 5.1882 -1.4206
C -1.6568 6.6081 -1.4284
O 0.2623 4.8864 -3.0947
C 1.2896 4.3673 -2.2601
H -3.9975 5.7908 -4.3197
H -3.6778 4.0613 -4.5830
H -3.8711 4.7004 -2.9276
H -2.7036 6.9192 -1.4432
H -1.1420 7.0369 -2.2904
H -1.1899 6.9834 -0.5168
H 0.9610 3.4758 -1.7199
H 1.5906 5.1306 -1.5402
H 2.1491 4.1025 -2.8776
C 5.6068 2.8617 -3.3623
O 6.0263 2.1832 -2.1864
P 5.6714 2.8771 -0.7901
O 4.2515 3.2761 -0.6348
O 6.7187 4.0875 -0.6846
C 8.0749 3.8555 -1.0412
O 6.2015 1.8231 0.2887
C 6.0285 2.1525 1.6602
H 6.2963 2.6114 -4.1703
H 4.6021 2.5369 -3.6346
H 5.6171 3.9461 -3.2217
H 8.2581 4.2798 -2.0306
H 8.3213 2.7919 -1.0546
H 8.7186 4.3571 -0.3175
H 5.2749 2.9316 1.8022
H 6.9805 2.4964 2.0695
H 5.7117 1.2583 2.2001
```

Values from the calculation:
**Multiplicity**: 1
**HOMO**: -12.190 eV
**E_LUMO**: -0.1970 Ha
**Net charge**: +1

[2]
The following is a DFT calculation (ωB97M-V with the def2-TZVPD basis set) of a molecular structure, C22H39BrClIrN4OP.

Geometry as XYZ:
```
70
Properties=species:S:1:pos:R:3
Ir 0.2988 0.0373 0.0056
C 6.2614 5.5510 2.2557
C 6.0064 4.0870 2.6114
C 5.7109 3.9856 4.1180
C 7.2686 3.2747 2.2784
C 4.8182 3.5054 1.8647
C 4.5179 2.1281 2.0263
C 3.4479 1.5908 1.3983
Br 3.0770 -0.2394 1.5899
C 2.5548 2.3862 0.5627
O 1.5346 1.8877 0.0402
C 2.9015 3.7884 0.3566
C 4.0026 4.2736 1.0305
C 2.1489 4.7526 -0.5689
C 3.1286 5.1795 -1.6766
C 1.7315 5.9872 0.2481
C 0.8890 4.2080 -1.2510
H 7.1299 5.9052 2.8112
H 5.4198 6.1917 2.5253
H 6.4743 5.6812 1.1926
H 6.5611 4.3712 4.6828
H 5.5430 2.9538 4.4304
H 4.8299 4.5713 4.3858
H 8.1299 3.7335 2.7656
H 7.4579 3.2576 1.2037
H 7.2061 2.2451 2.6314
H 5.1457 1.5039 2.6462
H 4.2619 5.3126 0.8930
H 4.0305 5.6409 -1.2732
H 2.6413 5.9081 -2.3270
H 3.4256 4.3243 -2.2865
H 2.5856 6.5329 0.6496
H 1.0832 5.7063 1.0801
H 1.1784 6.6725 -0.3961
H 1.0896 3.3453 -1.8832
H 0.4910 5.0085 -1.8803
H 0.1215 3.9335 -0.5288
C 0.4500 -2.4792 3.1034
C -0.7443 -2.6187 2.1640
P -0.4229 -2.1041 0.4514
C 0.7785 -3.2853 -0.2376
C 0.3746 -4.7571 -0.2627
C -1.9979 -2.3493 -0.4396
C -2.9121 -3.4805 0.0325
H 0.2300 -2.9433 4.0642
H 0.6891 -1.4315 3.2846
H 1.3419 -2.9688 2.7062
H -1.5850 -2.0180 2.5194
H -1.0942 -3.6527 2.1259
H 1.7059 -3.1471 0.3258
H 0.9869 -2.9178 -1.2458
H 0.1294 -5.1358 0.7307
H 1.1951 -5.3626 -0.6472
H -0.4839 -4.9226 -0.9128
H -1.7186 -2.4718 -1.4900
H -2.5206 -1.3922 -0.3811
H -2.4080 -4.4453 0.0635
H -3.7590 -3.5742 -0.6472
H -3.3130 -3.2805 1.0261
Cl 0.2783 0.0125 -2.4001
N -3.2691 4.3165 -2.7216
C -2.5494 3.2978 -2.2332
N -1.8148 2.5654 -3.0721
N -2.6147 3.1044 -0.9236
C -2.0239 2.1030 -0.3634
N -1.5445 1.2320 0.2487
H -3.2940 4.5368 -3.6994
H -3.8212 4.8550 -2.0781
H -1.7925 2.7655 -4.0561
H -1.2124 1.8237 -2.7323
```

Values from the calculation:
**Multiplicity**: 5
**HOMO (alpha / beta)**: -10.220 / -11.342 eV
**ΔE to the lowest compared entry with this formula, charge and spin**: 0.0 kcal per mole
**E_LUMO (alpha / beta)**: -0.0614 / -0.1802 Ha
**Net charge**: +1
**⟨S²⟩**: 6.039

[3]
The following is a DFT calculation (ωB97M-V with the def2-TZVPD basis set) of a molecular structure, C22H39BrF4IO15PS2 at a distorted geometry.

Geometry as XYZ:
```
85
Properties=species:S:1:pos:R:3
C 2.2642 -1.5237 0.0539
C 1.8436 -0.4830 0.7892
C 0.5349 0.2304 0.6316
I 0.3480 0.8269 -1.4702
O 0.4222 1.4283 1.3439
C 0.6902 1.3544 2.7295
C 2.0281 2.1300 3.0285
O 2.7114 2.2667 1.8259
C 3.2093 3.5676 1.5789
C 4.1949 3.5224 0.3596
C 5.4506 4.3009 0.7362
O 4.4767 2.1995 -0.0298
O 2.9371 1.3822 3.8505
C 2.8027 1.4144 5.2046
F 2.5729 2.6663 5.6456
S 4.3846 0.8679 5.9596
Br 1.3572 0.2194 5.8511
C -0.5122 2.0202 3.4704
F -0.1126 2.7412 4.5376
F -1.3396 1.0633 3.9502
F -1.2092 2.8205 2.6683
P -0.8654 -0.9611 0.9477
O -0.8738 -1.9534 -0.3151
O -0.3580 -1.8761 2.1532
S -2.5934 -0.1451 1.1750
H 2.7434 -2.3418 0.5835
H 2.1030 -1.6215 -1.0128
H 2.4885 -0.1478 1.6004
H 0.7545 0.3339 3.1023
H 1.8219 3.1284 3.4122
H 2.3919 4.2651 1.3646
H 3.7500 3.9454 2.4546
H 3.7219 3.9926 -0.5009
H 6.0661 4.5044 -0.1385
H 6.0288 3.7877 1.5073
H 5.1405 5.2591 1.1638
H 5.0780 1.7983 0.6047
H 4.0993 -0.4391 6.0318
H -1.5492 -1.5966 -0.9110
H -1.0694 -1.9721 2.8015
C -9.4851 2.0385 0.9500
C -9.2657 1.0483 2.0740
O -7.9193 0.5557 2.0958
C -7.0153 1.3889 2.6149
O -7.2402 2.4774 3.0775
O -5.8235 0.8020 2.5405
C -4.7339 1.6061 3.0046
H -9.1905 1.6009 -0.0048
H -10.5355 2.3254 0.8978
H -8.8898 2.9381 1.1004
H -9.8906 0.1690 1.9274
H -9.5193 1.4791 3.0426
H -4.9217 1.9755 4.0112
H -4.5664 2.4406 2.3246
H -3.8562 0.9691 3.0063
C 7.4947 -4.8963 -3.2960
C 6.9882 -3.6097 -2.6804
O 5.5787 -3.6644 -2.4134
C 5.2287 -4.3530 -1.3295
O 5.9745 -4.9007 -0.5605
O 3.8969 -4.3298 -1.2393
C 3.3705 -5.1022 -0.1577
H 6.9161 -5.1454 -4.1865
H 8.5437 -4.7949 -3.5739
H 7.4030 -5.7271 -2.5976
H 7.1156 -2.7833 -3.3771
H 7.5289 -3.3613 -1.7673
H 3.8327 -4.8226 0.7872
H 3.5197 -6.1643 -0.3462
H 2.3046 -4.8947 -0.1066
C -4.8605 0.5960 -7.0677
C -3.4890 1.0112 -6.5803
O -3.2046 0.4851 -5.2754
C -2.8584 -0.7997 -5.2408
O -2.7436 -1.5333 -6.1873
O -2.6574 -1.1381 -3.9651
C -2.3551 -2.5244 -3.7804
H -5.6227 0.8706 -6.3374
H -5.0883 1.0834 -8.0157
H -4.9140 -0.4820 -7.2140
H -3.4406 2.0929 -6.4696
H -2.7074 0.7129 -7.2788
H -1.5232 -2.8298 -4.4108
H -3.2325 -3.1319 -3.9959
H -2.0797 -2.6541 -2.7385
```

Values from the calculation:
**Multiplicity**: 1
**HOMO**: -8.958 eV
**E_LUMO**: -0.0041 Ha

[4]
The following is a DFT calculation (ωB97M-V with the def2-TZVPD basis set) of a molecular structure, C22H39Cl2FeN4O3S at a distorted geometry.

Geometry as XYZ:
```
72
Properties=species:S:1:pos:R:3
O 2.6328 0.9957 -1.6375
C 2.1765 1.6272 -2.5908
C 1.7289 3.0308 -2.6189
C 1.2097 3.6864 -1.4874
H 0.9428 3.0980 -0.5946
C 1.0615 5.0616 -1.5026
H 0.7066 5.5934 -0.6244
C 1.4274 5.8105 -2.6517
H 1.3640 6.9032 -2.6517
C 1.8494 5.1474 -3.8013
H 2.1203 5.6851 -4.6993
C 1.9540 3.7599 -3.8112
H 2.2748 3.2020 -4.6821
H 2.0123 1.1014 -3.6143
C 0.2538 -0.4584 -3.9037
C -0.2230 0.6683 -3.0810
H 0.1207 -0.2706 -4.9882
H -0.3447 -1.3473 -3.6187
H 1.2976 -0.7582 -3.7232
C -1.0551 1.7028 -3.3824
C -2.1966 1.4176 -4.2755
H -1.0283 2.6271 -2.8232
H -2.3187 2.1945 -5.0167
H -3.1338 1.2767 -3.7137
H -1.9844 0.4911 -4.8187
Fe -1.7955 0.2740 -1.8795
Cl -1.5748 1.7962 -0.3759
Cl -2.8521 -1.5514 -2.1878
C -2.3736 -1.8889 1.5173
O -1.3298 -2.5337 1.7435
N -3.6024 -2.4197 1.5999
C -3.7651 -3.8018 2.0388
C -4.8023 -1.6034 1.5172
H -2.3689 -0.8177 1.2274
H -2.8986 -4.3906 1.7222
H -4.6837 -4.1988 1.5916
H -3.8646 -3.8651 3.1343
H -4.5784 -0.7093 0.9239
H -5.1410 -1.2970 2.5188
H -5.5982 -2.1843 1.0410
H 2.0186 -5.0631 -1.3821
H 4.4931 -3.7999 -1.1036
C 1.9000 -4.2931 -2.1590
C 4.0809 -3.1449 -1.8862
N 2.6307 -3.0845 -1.8157
H 0.8407 -4.0472 -2.2582
C 1.9599 -2.0360 -1.2628
O 0.7413 -1.9869 -1.1389
H 4.4821 -2.1364 -1.7553
H 2.6160 -1.2021 -0.9428
H 2.2991 -4.6935 -3.0991
H 4.3783 -3.5444 -2.8648
C -0.6839 -2.0382 4.8740
C 0.5326 -1.2810 4.3743
N 0.2945 -0.6766 3.0422
C 0.9746 0.4126 2.6180
S 1.5765 0.5816 1.0548
N 1.1274 1.4185 3.5451
C -0.0064 1.8300 4.4046
C 0.5282 2.5071 5.6503
H -1.5299 -1.3684 5.0607
H -0.4404 -2.5183 5.8311
H -1.0069 -2.7948 4.1499
H 0.7995 -0.4751 5.0641
H 1.3850 -1.9818 4.3131
H 0.0586 -1.3669 2.3140
H 1.6217 2.2031 3.1344
H -0.6709 2.5231 3.8629
H -0.5795 0.9417 4.6506
H 0.9965 3.4574 5.3961
H -0.2986 2.7153 6.3305
H 1.2613 1.8876 6.1779
```

Values from the calculation:
**Multiplicity**: 6
**HOMO (alpha / beta)**: -7.154 / -7.154 eV
**E_LUMO (alpha / beta)**: 0.0067 / -0.0365 Ha
**⟨S²⟩**: 8.781

[5]
The following is a DFT calculation (ωB97M-V with the def2-TZVPD basis set) of a molecular structure, C22H39Cl2HgN4O3S at a distorted geometry.

Geometry as XYZ:
```
72
Properties=species:S:1:pos:R:3
O -2.7604 -3.3268 -2.5012
C -3.0191 -4.5067 -2.3407
C -4.3854 -5.0322 -2.0232
C -5.4240 -4.1354 -1.7221
H -5.2263 -3.0598 -1.7344
C -6.6954 -4.6173 -1.4084
H -7.4978 -3.9138 -1.1606
C -6.9374 -6.0023 -1.4114
H -7.9306 -6.3810 -1.1592
C -5.9081 -6.8987 -1.7393
H -6.0991 -7.9769 -1.7521
C -4.6389 -6.4110 -2.0473
H -3.8199 -7.0807 -2.3104
H -2.2411 -5.2988 -2.4455
C -0.2219 -2.9982 2.5949
C 0.6332 -1.9145 2.0609
H 0.2284 -3.5139 3.4544
H -0.4457 -3.7460 1.8154
H -1.1892 -2.5790 2.9083
C 1.8608 -1.5319 2.3579
C 2.6535 -1.9007 3.5898
H 2.3789 -0.8263 1.6959
H 2.1928 -2.7378 4.1305
H 2.7410 -1.0459 4.2730
H 3.6738 -2.1741 3.3043
Hg -0.4516 -0.6664 0.5590
Cl -1.7973 0.3056 2.3737
Cl -0.4784 -2.1610 -1.3667
C 1.0433 1.9376 2.6871
O 1.1822 1.7588 1.4698
N 1.6865 2.8744 3.4157
C 2.7146 3.7185 2.8351
C 1.3918 3.0666 4.8235
H 0.3494 1.3125 3.2875
H 2.8586 3.4458 1.7876
H 3.6570 3.5854 3.3865
H 2.4200 4.7760 2.9095
H 0.6136 2.3543 5.1109
H 1.0329 4.0851 5.0149
H 2.2841 2.8913 5.4368
H 5.3107 0.1336 -2.3264
H 3.9203 -0.5498 -4.4277
C 4.7748 -0.6573 -1.7838
C 3.4457 -1.3032 -3.7849
N 3.4777 -0.8938 -2.3909
H 4.6333 -0.3613 -0.7412
C 2.3352 -0.6691 -1.7137
O 2.2589 -0.1758 -0.5795
H 2.3995 -1.4247 -4.0815
H 1.4243 -0.9525 -2.2770
H 5.3798 -1.5714 -1.8408
H 3.9725 -2.2550 -3.9247
C -1.7939 3.5427 0.8930
N -1.0695 3.9592 -0.2986
C -1.5386 5.2082 -0.9353
C -0.4211 3.0523 -1.0965
S -0.9037 1.4585 -1.4026
N 0.6374 3.5524 -1.7904
C 1.4412 4.6587 -1.2531
C 1.3299 2.6416 -2.6841
H -2.7567 4.0677 0.9379
H -1.2040 3.7964 1.7858
H -1.9503 2.4584 0.9155
H -0.9882 6.0756 -0.5419
H -1.4076 5.1659 -2.0167
H -2.6052 5.3383 -0.7193
H 2.5018 4.3673 -1.3010
H 1.2961 5.5690 -1.8564
H 1.1678 4.8703 -0.2140
H 1.7395 1.7946 -2.1130
H 0.6230 2.2429 -3.4230
H 2.1405 3.1855 -3.1747
```

Values from the calculation:
**Multiplicity**: 1
**HOMO**: -2.726 eV
**ΔE to the lowest compared entry with this formula, charge and spin**: 9.7 kcal per mole
**E_LUMO**: 0.0928 Ha
**Net charge**: -1

[6]
The following is a DFT calculation (ωB97M-V with the def2-TZVPD basis set) of a molecular structure, C22H39Cl3InN3O3Si at a distorted geometry.

Geometry as XYZ:
```
72
Properties=species:S:1:pos:R:3
C -1.4709 -2.1202 -2.2850
C -1.0624 -3.1489 -1.2793
H -1.1745 -2.4199 -3.2946
H -1.0283 -1.1320 -2.0761
H -2.5652 -1.9951 -2.2701
C -0.5738 -4.3637 -1.5716
C -0.3926 -4.9057 -2.9453
H -0.2905 -5.0346 -0.7568
H -0.6246 -4.1879 -3.7395
H -1.0351 -5.7839 -3.0837
H 0.6400 -5.2462 -3.0894
In -0.1943 0.1635 1.0034
Cl -2.5421 0.2278 1.5606
Cl -0.2292 1.2475 -1.1728
H 0.6629 4.7115 4.4406
H -1.4237 5.6597 3.3159
C 1.0339 4.3885 3.4617
C -0.9999 5.3203 2.3631
N -0.0980 4.1938 2.5635
H 1.5989 3.4591 3.5535
C -0.3027 3.0581 1.9186
O 0.4834 2.0688 1.9911
H -1.7981 4.9707 1.7021
H -1.2207 3.0117 1.3115
H 1.6756 5.1854 3.0700
H -0.4785 6.1654 1.8961
H 1.5278 -1.6681 -2.1522
H 2.4141 -3.7883 -0.9369
C 2.3559 -1.0951 -1.7119
C 3.2553 -3.1379 -0.6526
N 2.8191 -1.7593 -0.5001
H 2.0144 -0.0820 -1.4906
C 2.7340 -1.2028 0.7131
O 2.1373 -0.1322 0.9691
H 3.6691 -3.4800 0.3021
H 3.2325 -1.7780 1.5205
H 3.1761 -1.0771 -2.4425
H 4.0184 -3.2055 -1.4379
O -0.0414 -1.8584 0.3742
C -1.1143 -2.6905 0.1725
C 0.1223 -4.1972 1.8309
C -1.0789 -3.7936 1.2437
H 1.0534 -3.6991 1.5497
C 0.1162 -5.2231 2.7848
H -2.0762 -2.1564 0.2898
C -2.2909 -4.3574 1.6491
H 1.0601 -5.5394 3.2294
C -1.0917 -5.8321 3.1481
C -2.2956 -5.3978 2.5801
H -3.2029 -3.9636 1.1934
H -1.0926 -6.6493 3.8733
H -3.2460 -5.8583 2.8528
Si -0.3905 4.8017 -4.4363
Cl -0.6354 3.3223 -5.8732
C 1.4406 4.8265 -4.0493
C -1.4755 4.2707 -3.0124
C -0.9508 6.4271 -5.1922
H 1.7665 3.8374 -3.7007
H 1.6646 5.5646 -3.2681
H 2.0198 5.0853 -4.9468
H -0.3453 6.6825 -6.0725
H -0.8559 7.2442 -4.4637
H -2.0010 6.3712 -5.5088
H -1.1670 3.2871 -2.6267
H -2.5214 4.2051 -3.3452
H -1.4180 4.9942 -2.1882
C 0.0128 -0.0734 6.0066
C 0.0342 -0.2565 4.5707
N 0.0390 -0.3981 3.4166
H 0.8973 -0.5299 6.4648
H -0.8876 -0.5304 6.4331
H 0.0087 0.9975 6.2527
```

Values from the calculation:
**Multiplicity**: 1
**HOMO**: -7.846 eV
**ΔE to the lowest compared entry with this formula, charge and spin**: 0.0 kcal per mole
**E_LUMO**: 0.0005 Ha